Entry from the Open Molecules 2025 dataset: a molecular structure, C14H14N3O6Rb (the ωB97M-V functional and the def2-TZVPD basis).

Structure (ORCA input):
```
! RIJCOSX wB97M-V def2-TZVPD def2/J DEFGRID3
* xyz -2 1
Rb 0.009 -0.500 -1.077
O -5.260 0.997 2.627
C -4.418 1.981 2.780
O -4.580 2.878 3.595
C -3.211 1.975 1.907
C -2.196 2.897 2.030
N -1.291 2.600 1.085
N -1.636 1.539 0.349
C -2.803 1.137 0.828
C -3.461 -0.101 0.221
O -4.451 -0.547 0.884
O -2.978 -0.547 -0.817
H -4.916 0.300 1.885
H -2.080 3.712 2.723
H -0.369 2.983 0.958
N 2.170 -0.660 -6.228
C 1.832 0.495 -5.388
C 1.295 0.144 -3.983
O 1.426 -1.049 -3.613
O 0.793 1.090 -3.336
H 1.305 -1.008 -6.630
H 2.425 -1.390 -5.563
H 1.095 1.125 -5.887
H 2.720 1.117 -5.242
C 1.820 0.813 1.652
C 1.957 -0.560 1.775
C 0.862 -1.424 2.135
C 1.004 -2.790 2.249
C 2.223 -3.434 2.012
C 3.304 -2.625 1.640
C 3.191 -1.259 1.523
H 2.661 1.441 1.380
H 0.883 1.288 1.917
H -0.106 -0.970 2.334
H 0.134 -3.379 2.526
H 2.321 -4.509 2.093
H 4.267 -3.085 1.431
H 4.056 -0.674 1.225
*
```

Its frontier orbital gap is 0.16424 hartree. The value obtained for the max |F| is 0.550 eV Å⁻¹. The value obtained for the HOMO energy is -0.007 Ha. The total energy is -1181.8309 Ha.